Density functional theory data (ωB97M-V/def2-TZVPD) for 2 unconnected molecules or ions with the total composition C4H5NO at a distorted geometry.

Structure (XYZ):
```
11
Properties=species:S:1:pos:R:3:lowdin_charge:R:1
H 2.086 -1.339 -0.674 0.059
C -0.910 -1.851 0.223 0.006
H -1.537 2.272 -0.245 0.071
N 0.306 1.321 -0.468 0.034
H -1.558 0.825 -1.272 0.082
C -1.149 1.258 -0.354 -0.128
C 1.034 0.384 -0.184 -0.241
H -1.494 0.655 0.493 0.053
H 2.269 -0.727 1.084 0.058
C 1.857 -0.604 0.090 -0.032
O -0.904 -2.192 1.307 0.039
```

Properties
ΔE to the lowest compared entry with this formula, charge and spin (eV): 1.954
HOMO level (Eh): -0.3253
Charge: 0
Orbital gap (eV): 9.9